# C7H15N6

The ion C7H15N6 with charge +1 in a non-equilibrium geometry (wB97M-V/def2-TZVPD, the Open Molecules 2025 dataset).

Last column: Mulliken charge in e.
Cartesian coordinates (Å):
C (-2.8261, -1.2350, -0.6738)  -0.3699
C (-2.1945, -0.2129, 0.0853)  0.3770
C (1.1260, -1.6683, 0.2605)  -0.7618
C (1.8941, -0.6687, -0.5868)  -0.5412
C (-0.0001, -1.0802, 1.1971)  -0.6656
C (0.8417, -0.0178, -1.5776)  -0.8009
C (-0.8718, -0.0198, 0.6741)  0.4210
N (-4.1041, -0.8637, -0.8205)  -0.5902
N (-3.0725, 0.7868, 0.2176)  -0.4465
N (-4.1642, 0.3279, -0.3150)  0.1767
N (0.0245, 1.0703, -1.0531)  -0.0853
N (0.6326, 2.1691, -0.5109)  -0.6031
N (-0.8798, 1.1401, 1.4790)  -0.1719
H (-2.4865, -2.2001, -1.0425)  0.4517
H (0.7513, -2.3464, -0.4927)  0.3668
H (1.7783, -2.2247, 1.0201)  0.3823
H (2.4378, 0.1331, -0.0297)  0.2233
H (2.7759, -1.0705, -1.1664)  0.3525
H (-0.4491, -2.0778, 1.4465)  0.2579
H (0.6522, -0.6978, 2.0599)  0.2648
H (1.2703, 0.3523, -2.4234)  0.4778
H (0.1992, -0.7603, -2.0282)  0.3838
H (-4.9101, 0.8956, -0.4313)  0.1931
H (0.5516, 3.0955, -1.0594)  0.2714
H (1.6646, 2.0418, -0.2127)  0.2515
H (-0.6550, 1.0219, 2.4233)  0.3345
H (-1.8076, 1.6098, 1.4008)  0.4665
H (-0.2452, 1.9601, 1.1132)  0.3837

Properties
spin multiplicity = 1
highest occupied orbital energy (spin up / spin down) = -12.07 / -12.07 eV
LUMO (spin up / spin down) = -3.90 / -3.90 eV
energy relative to the best compared isomer or geometry (same formula, charge and spin) = 2.7198 eV
charge = +1
orbital gap (spin up / spin down) = 0.300 / 0.300 Eh


# C25H35CoN4O3PS3

A structure of composition C25H35CoN4O3PS3 (wB97M-V/def2-TZVPD, the Open Molecules 2025 dataset).

Last column: Löwdin spin population.
Cartesian coordinates (Å):
Co (-0.8871, -0.1168, 0.2373)  2.0965
C (-1.4569, 0.9961, -2.6078)  -0.0012
C (-2.6911, 1.6816, -2.0122)  0.0001
C (-2.5895, 2.2546, -0.6132)  0.0042
C (-2.9503, 3.5759, -0.3929)  0.0027
C (-3.0146, 4.0699, 0.9052)  -0.0054
C (-2.7549, 3.2063, 1.9464)  0.0022
C (-2.3826, 1.9026, 1.6485)  0.0037
N (-2.2505, 1.4369, 0.3969)  0.0252
N (-1.2145, -0.3299, -2.0553)  0.0214
C (0.1029, -0.8738, -2.4024)  -0.0001
C (0.4430, -2.0168, -1.4796)  -0.0266
C (0.7784, -3.2814, -1.9345)  0.0017
C (1.0090, -4.2997, -1.0208)  -0.0515
C (0.8787, -3.9994, 0.3255)  -0.0041
C (0.5413, -2.7100, 0.7109)  -0.0324
N (0.3211, -1.7136, -0.1724)  0.0025
C (-2.3086, -1.2810, -2.2757)  0.0011
C (-3.1586, -1.5382, -1.0374)  -0.0043
C (-4.4875, -1.9244, -1.1385)  0.0002
C (-5.2053, -2.1893, 0.0172)  -0.0150
C (-4.5620, -2.0668, 1.2295)  0.0000
C (-3.2257, -1.6790, 1.2521)  -0.0108
N (-2.5381, -1.4073, 0.1330)  0.0157
H (-0.5705, 1.5957, -2.3935)  -0.0009
H (-1.5943, 0.9365, -3.7021)  0.0006
H (-3.5254, 0.9699, -2.0140)  -0.0001
H (-2.9757, 2.4974, -2.6788)  0.0000
H (-3.1946, 4.2088, -1.2385)  0.0006
H (-3.2829, 5.1043, 1.0868)  -0.0006
H (-2.8139, 3.4933, 2.9882)  0.0002
H (-2.1748, 1.2062, 2.4511)  -0.0002
H (0.8269, -0.0713, -2.2371)  0.0062
H (0.1568, -1.2031, -3.4517)  0.0005
H (0.8573, -3.4574, -3.0018)  0.0017
H (1.2773, -5.2959, -1.3530)  -0.0044
H (1.0336, -4.7533, 1.0887)  0.0012
H (0.4353, -2.4419, 1.7603)  -0.0017
H (-1.8843, -2.2372, -2.5830)  -0.0001
H (-2.9552, -0.9475, -3.0958)  0.0008
H (-4.9476, -2.0154, -2.1170)  0.0008
H (-6.2482, -2.4834, -0.0353)  -0.0013
H (-5.0764, -2.2578, 2.1634)  0.0005
H (-2.6612, -1.5512, 2.1844)  -0.0010
C (3.5496, 3.0769, -1.4017)  0.0055
C (3.7453, 2.2308, -0.1398)  0.0034
P (2.7599, 0.6547, -0.1726)  0.3128
C (4.2018, -0.3610, -1.1143)  0.1523
C (5.5835, -0.5493, -0.4728)  0.0370
C (2.9801, -0.0921, 1.4979)  0.0096
C (3.9678, 0.5773, 2.4528)  0.0050
H (4.0867, 4.0295, -1.3295)  0.0005
H (2.4866, 3.2844, -1.5382)  0.0001
H (3.9133, 2.5513, -2.2923)  0.0013
H (3.3958, 2.7848, 0.7307)  0.0003
H (4.8048, 2.0049, -0.0039)  0.0010
H (4.2896, 0.1428, -2.0837)  0.0051
H (3.7462, -1.3391, -1.3063)  0.0035
H (6.0814, 0.4064, -0.2914)  0.0010
H (6.2545, -1.1450, -1.1087)  0.0130
H (5.5027, -1.0658, 0.4872)  0.0010
H (3.2533, -1.1411, 1.3388)  0.0003
H (1.9878, -0.0819, 1.9572)  -0.0004
H (4.9787, 0.6474, 2.0422)  0.0000
H (4.0139, 0.0045, 3.3831)  0.0005
H (3.6310, 1.5821, 2.7143)  0.0001
O (-0.7949, 1.6023, 4.9007)  0.0004
S (-1.4747, 0.3130, 4.7590)  0.0024
O (-1.3649, -0.5278, 5.9520)  0.0037
O (-2.8818, 0.5048, 4.3428)  0.0007
S (-0.5611, -0.7136, 3.1834)  0.0199
S (0.7841, 1.6256, 0.0323)  0.3909

Properties
spin multiplicity = 4
highest occupied orbital energy (spin up / spin down) = 0.18 / 0.09 eV
LUMO (spin up / spin down) = 4.27 / 4.25 eV
energy relative to the best compared isomer or geometry (same formula, charge and spin) = 0.8129 eV
⟨S²⟩ = 3.918
charge = -2
orbital gap (spin up / spin down) = 0.150 / 0.153 Eh


# C10H16O2S

The molecule C10H16O2S in a non-equilibrium geometry (wB97M-V/def2-TZVPD, the Open Molecules 2025 dataset).

Last column: Mulliken charge in e.
Cartesian coordinates (Å):
C (-2.1044, 0.6810, -1.1434)  -1.1543
C (-1.2607, 1.4003, -0.3872)  0.5443
C (-1.7574, 2.5153, 0.5252)  -1.4839
C (0.1703, 1.1645, -0.3910)  0.6084
C (0.8508, 1.2594, -1.6299)  -1.4052
C (0.9689, 0.9920, 0.9288)  -0.8040
C (0.5676, -0.3771, 0.4955)  0.5338
S (-0.8854, -1.2633, 1.0496)  0.0739
C (-0.5220, -1.4408, 2.8734)  -0.8224
C (1.3194, -1.2312, -0.4053)  0.4964
O (2.3057, -0.8335, -0.9869)  -0.7083
O (0.7752, -2.4139, -0.6930)  -0.3207
C (1.4231, -3.0962, -1.7788)  -0.7131
H (-3.2248, 0.7568, -1.1896)  0.2994
H (-1.5924, -0.0399, -1.7317)  0.2850
H (-0.9956, 3.3144, 0.3908)  0.3286
H (-2.7276, 2.7420, 0.2334)  0.4900
H (-1.8198, 2.1398, 1.5212)  0.2842
H (1.9018, 0.8484, -1.7133)  0.3913
H (1.0866, 2.3513, -1.6894)  0.3934
H (0.1487, 1.1186, -2.4845)  0.3206
H (2.0106, 1.2126, 0.8984)  0.3646
H (0.4315, 1.2396, 1.8204)  0.3514
H (-1.2450, -0.7989, 3.5074)  0.2334
H (0.5200, -1.1423, 3.1197)  0.2950
H (-0.6329, -2.5958, 3.0272)  0.3141
H (1.6866, -4.1260, -1.5216)  0.2511
H (2.3019, -2.5237, -2.2036)  0.3145
H (0.6200, -3.2497, -2.5284)  0.2383

Properties
spin multiplicity = 1
SMILES string = C=C(C)[C@@]1(C)C[C@]1(SC)C(=O)OC
highest occupied orbital energy = -8.01 eV
LUMO = 0.69 eV
energy relative to the best compared isomer or geometry (same formula, charge and spin) = 1.3323 eV
orbital gap = 0.320 Eh